(1)
Here is a 2-piece molecular cluster, C4H8O2 overall at a distorted geometry from OMol25. Energies are from the ωB97M-V functional and the def2-TZVPD basis.

Last columns: bonded neighbours and bond lengths (Å).
Atoms and positions in Å:
1 C -0.94223 -1.03472 -0.56665  C2 1.321, H4 1.088, H5 1.085
2 C -0.36642 -0.75265 -1.72166  C1 1.321, C3 1.510, H6 1.081
3 C 1.09952 -1.01534 -1.97000  C2 1.510, H7 1.094, H8 1.087, H9 1.082
4 H -1.99376 -0.84129 -0.36732  C1 1.088
5 H -0.48754 -1.44474 0.32882  C1 1.085
6 H -0.98764 -0.51513 -2.57363  C2 1.081
7 H 1.26830 -1.10040 -3.04716  C3 1.094
8 H 1.84386 -0.30893 -1.61142  C3 1.087
9 H 1.35591 -1.96452 -1.51939  C3 1.082
10 O -1.05577 1.07963 1.54449  C11 1.186
11 C -0.30574 1.72311 2.20093  O10 1.186, O12 1.351, H13 1.101
12 O -0.33942 1.69907 3.55139  C11 1.351, H14 0.962
13 H 0.44739 2.42300 1.80671  C11 1.101
14 H 0.46354 2.05292 3.94489  O12 0.962

Summary:
* frontier orbital gap: 9.78 eV
* energy above the lowest of the compared OMol25 structures with the same formula, charge and spin: 40.2 kcal/mol
* SMILES: C=CC.O=CO
* highest occupied orbital energy: -9.22 eV
* total charge: 0
* 2S+1: 1



(2)
Here is the molecule C4H5NO at a distorted geometry from OMol25. Energies are from the ωB97M-V functional and the def2-TZVPD basis.

Last columns: bonded neighbours and bond lengths (Å).
Atoms and positions in Å:
1 O -1.37787 1.93740 0.02362  C2 1.215
2 C -0.59273 1.01025 0.03570  O1 1.215, C3 1.497, N6 1.373
3 C -0.95787 -0.41678 -0.23325  C2 1.497, C4 1.490, H7 1.090, H8 1.089
4 C 0.29461 -1.21484 -0.11674  C3 1.490, C5 1.349, H9 1.101
5 C 1.28925 -0.35503 0.18414  C4 1.349, N6 1.487, H10 1.093
6 N 0.75724 1.02947 0.28418  C2 1.373, C5 1.487, H11 1.031
7 H -1.38441 -0.44316 -1.23558  C3 1.090
8 H -1.70762 -0.68957 0.50869  C3 1.089
9 H 0.20318 -2.29873 -0.28511  C4 1.101
10 H 2.35527 -0.53221 0.35029  C5 1.093
11 H 1.12094 1.97321 0.48406  N6 1.031

Summary:
* frontier orbital gap: 9.85 eV
* energy above the lowest of the compared OMol25 structures with the same formula, charge and spin: 8.9 kcal/mol
* SMILES: O=C1CC=CN1
* highest occupied orbital energy: -8.91 eV
* total charge: 0
* 2S+1: 1



(3)
Here is an isolated ion of composition C3H3N2O and charge +1 at a distorted geometry from OMol25. Energies are from the ωB97M-V functional and the def2-TZVPD basis.

Last columns: bonded neighbours and bond lengths (Å).
Atoms and positions in Å:
1 C 1.06985 0.25150 -1.51333  O6 1.151
2 C 0.25778 -1.35432 0.05059  N4 1.171, N5 1.289
3 C -0.30390 0.80767 0.49402  N5 1.370, O6 1.595, H7 1.080, H8 1.039
4 N 1.22004 -1.67379 -0.53469  C2 1.171
5 N -0.60845 -0.52741 0.52787  C2 1.289, C3 1.370, H9 1.020
6 O 0.42459 0.99180 -0.91277  C1 1.151, C3 1.595
7 H -1.09437 1.51846 0.30617  C3 1.080
8 H 0.54384 0.99086 1.06534  C3 1.039
9 H -1.50936 -1.00477 0.51679  N5 1.020

Summary:
* frontier orbital gap: 10.67 eV
* energy above the lowest of the compared OMol25 structures with the same formula, charge and spin: 95.1 kcal/mol
* highest occupied orbital energy: -16.58 eV
* total charge: +1
* 2S+1: 1



(4)
Here is an isolated ion of composition C4H12N2O2PS2 and charge +1 at a distorted geometry from OMol25. Energies are from the ωB97M-V functional and the def2-TZVPD basis.

Last columns: bonded neighbours and bond lengths (Å).
Atoms and positions in Å:
1 C -1.65683 -0.86099 0.30250  N5 1.281, N6 1.265, H12 1.110
2 C -3.83563 -0.26771 -0.76199  N5 1.459, H13 1.091, H14 1.029, H15 1.069
3 C 1.21227 2.78064 -0.31803  O8 1.445, H16 1.187, H17 1.123, H18 1.187
4 C 3.73614 -1.74857 0.55170  S10 1.785, H19 1.084, H20 1.007, H21 1.081
5 N -2.89533 -1.04952 0.03371  C1 1.281, C2 1.459, H22 1.004
6 N -1.08225 0.22892 0.01371  C1 1.265, P9 1.779, H23 0.964
7 O 0.64249 -0.49729 1.82283  P9 1.415
8 O 0.99732 1.74070 0.66255  C3 1.445, P9 1.607
9 P 0.60224 0.18506 0.58418  N6 1.779, O7 1.415, O8 1.607, S11 2.115
10 S 3.41853 -0.40962 -0.58455  C4 1.785, S11 2.026
11 S 1.48658 -0.68493 -1.12895  P9 2.115, S10 2.026
12 H -1.12180 -1.64210 0.88208  C1 1.110
13 H -3.28271 0.03228 -1.65328  C2 1.091
14 H -4.56738 -0.95585 -0.98465  C2 1.029
15 H -4.13434 0.56794 -0.16681  C2 1.069
16 H 0.78446 3.77725 0.16427  C3 1.187
17 H 0.60344 2.62626 -1.24882  C3 1.123
18 H 2.35947 3.02053 -0.50516  C3 1.187
19 H 4.56879 -1.44201 1.17403  C4 1.084
20 H 4.11596 -2.55580 0.08363  C4 1.007
21 H 2.91838 -1.81823 1.25503  C4 1.081
22 H -3.34380 -1.86502 0.40980  N5 1.004
23 H -1.52597 0.83805 -0.58779  N6 0.964

Summary:
* frontier orbital gap (spin up / spin down): 5.74 / 6.75 eV
* highest occupied orbital energy (spin up / spin down): -8.50 / -12.95 eV
* total charge: +1
* 2S+1: 3
* <S²>: 2.01



(5)
Here is a 2-piece molecular cluster, C9H14 overall at a distorted geometry from OMol25. Energies are from the ωB97M-V functional and the def2-TZVPD basis.

Last columns: bonded neighbours and bond lengths (Å).
Atoms and positions in Å:
1 C -1.14267 -2.17066 1.87779  C2 1.508, H8 1.099, H9 1.089, H10 1.075
2 C -0.21847 -1.27414 1.09361  C1 1.508, C3 1.395, C7 1.393
3 C 0.55046 -0.33026 1.77427  C2 1.395, C4 1.402, H11 1.079
4 C 1.59069 0.26620 1.04743  C3 1.402, C5 1.392, H12 1.088
5 C 1.81793 0.04571 -0.30820  C4 1.392, C6 1.390, H13 1.081
6 C 0.82628 -0.65592 -0.98346  C5 1.390, C7 1.388, H14 1.082
7 C -0.15406 -1.35649 -0.29529  C2 1.393, C6 1.388, H15 1.080
8 H -2.10818 -1.65283 1.78830  C1 1.099
9 H -0.93739 -2.13540 2.94677  C1 1.089
10 H -1.24119 -3.17680 1.51208  C1 1.075
11 H 0.44957 -0.07562 2.81758  C3 1.079
12 H 2.36922 0.78514 1.60186  C4 1.088
13 H 2.82897 0.24362 -0.63497  C5 1.081
14 H 0.85012 -0.88499 -2.04035  C6 1.082
15 H -0.80434 -1.95013 -0.92152  C7 1.080
16 C -1.35694 2.76725 -1.21542  C17 1.510, H18 1.093, H19 1.096, H20 1.086
17 C -0.91615 1.90144 -2.37200  C16 1.510, H21 1.103, H22 1.104, H23 1.086
18 H -1.18845 2.15658 -0.32517  C16 1.093
19 H -0.70194 3.63815 -1.09555  C16 1.096
20 H -2.35051 3.20359 -1.26463  C16 1.086
21 H -0.69507 2.49202 -3.27636  C17 1.103
22 H -1.64123 1.22646 -2.86018  C17 1.104
23 H -0.10436 1.19432 -2.22595  C17 1.086

Summary:
* frontier orbital gap: 9.94 eV
* energy above the lowest of the compared OMol25 structures with the same formula, charge and spin: 22.1 kcal/mol
* SMILES: Cc1ccccc1.CC
* highest occupied orbital energy: -8.92 eV
* total charge: 0
* 2S+1: 1



(6)
Here is a 5-piece molecular cluster, C5H20N2O5 overall at a distorted geometry from OMol25. Energies are from the ωB97M-V functional and the def2-TZVPD basis.

Last columns: bonded neighbours and bond lengths (Å).
Atoms and positions in Å:
1 C 1.63117 1.86058 0.47027  N2 1.489, H9 1.165, H10 1.098, H11 1.108
2 N 0.31288 1.54736 1.08770  C1 1.489, C3 1.488, H12 0.999
3 C -0.07799 0.14225 0.79328  N2 1.488, C4 1.551, H13 1.077, H14 1.180
4 C -1.58686 -0.00297 1.12126  C3 1.551, N5 1.463, C6 1.563, H15 1.210
5 N -2.50642 0.29704 0.02349  C4 1.463, H16 0.983, H17 1.005
6 C -1.90872 -1.45080 1.61467  C4 1.563, C7 1.504, H18 1.122, H19 1.057
7 C -2.09705 -2.39955 0.46354  C6 1.504, O8 1.224, H20 1.119
8 O -1.27317 -2.53663 -0.43059  C7 1.224
9 H 1.53425 1.88088 -0.69038  C1 1.165
10 H 1.94527 2.86542 0.78286  C1 1.098
11 H 2.40304 1.09991 0.70179  C1 1.108
12 H 0.34010 1.69937 2.07430  N2 0.999
13 H 0.46036 -0.60271 1.35537  C3 1.077
14 H 0.02758 -0.10903 -0.35491  C3 1.180
15 H -1.87550 0.75589 2.01863  C4 1.210
16 H -2.52229 1.26746 -0.13309  N5 0.983
17 H -2.14812 -0.10799 -0.82323  N5 1.005
18 H -2.83644 -1.40515 2.24356  C6 1.122
19 H -1.15486 -1.80744 2.26477  C6 1.057
20 H -3.00601 -3.05135 0.45745  C7 1.119
21 O 1.99810 0.51862 -2.47819  H22 0.983, H23 0.951
22 H 1.46626 -0.28839 -2.29775  O21 0.983
23 H 2.71089 0.42538 -1.85577  O21 0.951
24 O -1.59030 3.12382 -0.52328  H25 0.952, H26 0.972
25 H -1.13796 3.24806 -1.35218  O24 0.952
26 H -0.96185 2.76157 0.12388  O24 0.972
27 O 1.02399 -1.84045 -1.58635  H28 0.976, H29 0.983
28 H 1.06438 -2.44175 -2.35400  O27 0.976
29 H 0.19413 -2.01752 -1.09036  O27 0.983
30 O 3.19125 -0.78487 -0.41730  H31 1.027, H32 0.952
31 H 3.98206 -1.43760 -0.48179  O30 1.027
32 H 2.39783 -1.20938 -0.72764  O30 0.952

Summary:
* frontier orbital gap: 9.46 eV
* energy above the lowest of the compared OMol25 structures with the same formula, charge and spin: 49.9 kcal/mol
* SMILES: CNC[C@@H](N)CC=O.O.O.O.O
* highest occupied orbital energy: -9.12 eV
* total charge: 0
* 2S+1: 1